Record 1
{
  "formula": "C34H22ClFeN6O3",
  "method": "ωB97M-V/def2-TZVPD",
  "species": ["H", "C", "C", "C", "H", "H", "H", "C", "C", "C", "H", "Fe", "C", "C", "C", "C", "C", "H", "O", "C", "H", "C", "C", "H", "C", "C", "H", "C", "C", "C", "H", "N", "H", "H", "C", "C", "H", "C", "O", "N", "H", "O", "H", "N", "C", "C", "C", "N", "H", "C", "H", "H", "C", "C", "C", "Cl", "H", "H", "C", "N", "N", "H", "C", "C", "C", "H", "C"],
  "coordinates": [[1.424483, 0.843051, 5.439250], [1.979597, -2.185932, 0.190357], [3.538322, -2.044672, -1.664181], [2.155233, 3.522747, 0.878992], [-1.320221, -1.494848, -2.778747], [-3.013305, -4.898696, -0.792092], [1.897125, 1.319947, 3.040240], [-2.482866, 0.847430, -0.579126], [-3.723720, -0.666606, 3.257910], [2.900807, 0.848205, -1.537507], [2.601565, 5.619878, 0.828561], [0.703817, 0.575730, 0.270634], [-1.568401, 2.772238, -4.220974], [0.041739, -2.126785, 1.434757], [-0.591901, 0.242387, 5.042726], [-2.114162, 1.458564, -1.824942], [2.648827, -1.423367, -0.795216], [-3.102978, -0.785749, 5.297374], [3.480233, 0.744731, -2.619912], [-2.261788, -3.245536, -1.948224], [-1.667800, -4.249122, 1.230287], [-0.602311, 2.703036, -3.255700], [2.686520, 4.672348, 0.314755], [-2.821821, -3.475349, -2.844447], [3.734481, -3.421482, -1.601273], [2.818358, 2.233508, -0.889224], [-4.691605, -1.115178, 3.441494], [-2.822367, 2.180062, -4.010941], [-1.220451, 0.416128, 2.725230], [0.909207, 0.994397, 3.349231], [3.182943, -5.256700, -0.629164], [-0.697173, -1.814169, -0.850359], [-4.063535, 1.096044, -2.664671], [4.422245, -3.893255, -2.292287], [3.042967, -4.183709, -0.672898], [-3.089029, 1.538491, -2.833765], [1.642652, 3.565850, 1.834825], [-2.362951, -4.032402, -0.807109], [-0.488230, -2.256661, 2.541090], [1.209543, -1.520609, 1.158290], [4.043161, -1.448971, -2.410130], [0.109778, 1.993680, -1.140895], [3.729286, 5.441863, -1.401027], [2.367483, -0.068881, -0.732035], [-0.786326, -2.579945, 0.235278], [3.310772, 4.565967, -0.919897], [-0.820189, 2.033281, -2.012279], [-1.707244, 0.787150, 0.443143], [-4.123365, -0.418019, 1.160387], [3.379609, 3.328094, -1.531004], [-1.375085, 3.284180, -5.154979], [-3.499105, 0.437482, -0.547002], [-3.392690, -0.273822, 1.944553], [-1.621035, -3.689622, 0.306959], [-2.847894, -0.485003, 4.288862], [-4.041664, 2.282317, -5.262631], [3.844063, 3.169362, -2.493778], [1.670970, -4.140501, 0.986314], [-1.568936, 0.065524, 4.039431], [2.223230, 2.330770, 0.303002], [0.019731, 0.863987, 2.398809], [0.371315, 3.152165, -3.408169], [-1.421067, -2.143945, -1.915083], [2.178116, -3.561483, 0.222266], [0.643318, 0.712080, 4.704050], [-0.830646, -0.021994, 6.066046], [-2.169639, 0.280336, 1.666566]],
  "forces_ev_per_angstrom": [[0.0, 0.0, 0.0], [0.1, 0.2, 0.0], [0.0, 0.0, -0.1], [0.0, 0.1, 0.1], [0.0, 0.0, 0.0], [0.0, 0.0, 0.0], [0.0, 0.0, 0.0], [0.1, 0.0, 0.0], [0.1, 0.0, 0.0], [0.2, 0.2, 0.4], [0.0, 0.0, 0.0], [-0.3, 0.0, 0.5], [0.0, 0.0, 0.0], [-0.1, -0.1, 0.1], [0.0, 0.0, -0.1], [0.0, -0.1, 0.2], [-0.1, -0.1, 0.0], [0.0, 0.0, 0.0], [0.1, 0.0, 0.0], [0.0, 0.0, 0.0], [0.0, 0.0, 0.0], [0.0, 0.0, 0.0], [0.0, -0.1, 0.0], [0.0, 0.0, 0.0], [0.0, -0.1, 0.1], [0.0, -0.1, -0.2], [0.0, 0.0, 0.0], [0.0, 0.0, 0.0], [0.0, 0.1, -0.1], [0.0, 0.0, 0.1], [0.0, 0.0, 0.0], [0.0, 0.0, -0.1], [0.0, 0.0, 0.0], [0.0, 0.0, 0.0], [0.1, 0.0, -0.1], [0.0, 0.0, -0.1], [0.0, 0.0, 0.0], [0.0, 0.0, -0.1], [0.0, 0.1, 0.1], [-0.2, -0.1, -0.2], [0.0, 0.0, 0.0], [-0.2, 0.0, -0.4], [0.0, 0.0, 0.0], [0.1, 0.1, -0.3], [0.1, -0.1, 0.0], [0.0, 0.1, 0.0], [0.1, 0.0, 0.0], [-0.1, -0.4, -0.2], [0.0, 0.0, 0.0], [0.0, -0.1, 0.0], [0.0, 0.0, 0.0], [0.0, 0.1, 0.1], [0.0, 0.0, 0.0], [0.0, 0.0, 0.0], [0.0, 0.0, 0.0], [0.0, 0.0, 0.0], [0.0, 0.0, 0.0], [0.0, 0.0, 0.0], [0.0, 0.0, 0.1], [0.1, 0.1, 0.0], [0.1, 0.1, 0.1], [0.0, 0.0, 0.0], [0.0, 0.0, 0.0], [0.0, 0.0, 0.0], [0.0, 0.0, -0.1], [0.0, 0.0, 0.0], [0.1, 0.2, 0.1]],
  "lumo_ev": [2.03, 1.99],
  "e_above_lowest_kj_mol": 0.0,
  "multiplicity": 5,
  "homo_lumo_gap_ev": [5.85, 5.87],
  "largest_force_ha_per_bohr": 0.01166,
  "charge": -1
}

=====

Record 2
{
  "formula": "C11H15ClNO2PdS2Ti",
  "method": "ωB97M-V/def2-TZVPD",
  "species": ["H", "C", "H", "H", "C", "O", "C", "H", "H", "C", "C", "H", "Pd", "H", "C", "Ti", "C", "H", "S", "S", "O", "H", "H", "H", "H", "C", "Cl", "H", "C", "H", "H", "N", "C", "C"],
  "coordinates": [[1.348934, 0.764463, 3.227552], [-0.131903, -1.469333, 5.361461], [-0.144680, 2.370603, -2.084249], [1.679336, 1.073011, -6.140937], [-0.585040, -0.160963, 2.944633], [-3.109008, -2.269375, 1.412274], [-1.543983, -1.033013, 3.422462], [0.039085, -1.974609, 6.299208], [-1.782983, 1.907827, -4.332227], [0.621983, 0.081549, 3.630037], [2.096581, 0.805244, -5.167332], [-1.995035, 0.162164, -4.740182], [0.465922, 0.748741, -3.928304], [2.733907, 1.596767, -4.768441], [-1.337873, -1.699935, 4.642503], [0.217522, 0.121768, -1.009790], [-1.014340, 0.428136, 1.664705], [2.005855, -1.655693, -0.274663], [-3.004132, -1.104537, 2.242062], [-0.093897, 1.597455, 0.733634], [-4.189780, -0.397782, 2.634501], [-1.100762, 1.255500, -5.872420], [1.757397, -0.380395, 0.956309], [-2.088307, -2.380299, 5.030359], [1.746016, -0.407685, 5.394155], [0.709977, 1.684073, -2.102206], [0.305543, -1.423184, -2.777734], [2.798047, -0.060510, -0.462122], [1.918247, -0.585563, -0.102525], [1.707181, 2.087776, -1.885103], [2.614575, -0.156096, -5.194630], [-2.131525, 0.021223, 1.222667], [-1.346451, 1.038449, -4.828867], [0.833592, -0.585779, 4.853207]],
  "forces_ev_per_angstrom": [[0.2, 0.1, -0.1], [-0.9, 0.2, -1.1], [0.4, 0.5, 0.0], [0.1, 0.0, 0.1], [0.6, 1.1, -1.0], [0.2, -0.3, 1.0], [-1.0, -1.3, 1.2], [0.0, -0.1, 0.0], [-0.1, 0.0, -0.1], [-0.7, -1.1, 1.1], [1.1, -0.1, -0.5], [0.1, 0.2, 0.0], [0.3, -0.4, 0.3], [0.0, -0.1, -0.1], [0.6, 0.4, -0.1], [0.0, -0.7, -1.0], [4.5, 0.6, 1.8], [0.0, -0.1, 0.0], [2.0, 2.8, -1.5], [-0.8, 0.5, 1.8], [0.3, -0.8, 0.7], [-0.1, 0.0, 0.1], [0.3, -0.2, 0.2], [0.1, 0.1, 0.0], [0.2, 0.0, 0.2], [-0.1, 0.0, 0.9], [-0.3, -0.7, 0.0], [0.2, 0.0, 0.0], [-0.3, 0.3, 0.1], [-0.3, 0.3, -0.3], [-0.1, 0.2, 0.0], [-4.4, -1.9, -2.2], [-1.3, 0.1, -0.4], [-0.7, 0.3, -1.1]],
  "lumo_ev": [-1.28, -4.14],
  "multiplicity": 6,
  "homo_lumo_gap_ev": [4.65, 5.54],
  "largest_force_ha_per_bohr": 0.10316,
  "charge": 0
}

=====

Record 3
{
  "formula": "C4H6O",
  "method": "ωB97M-V/def2-TZVPD",
  "species": ["C", "H", "C", "H", "H", "C", "H", "C", "O", "H", "H"],
  "coordinates": [[-0.481220, 1.225357, -0.434043], [0.075165, 3.091312, 0.334575], [-0.543627, -0.145491, -0.275609], [1.245460, -1.297515, -0.650395], [1.279422, -0.318561, 0.822437], [0.095813, 2.391972, -0.501356], [-0.829895, 0.807757, -1.483424], [0.637943, -0.960305, 0.196369], [0.225058, -2.130858, 0.865489], [-1.435633, -0.707478, -0.550192], [-0.240609, -1.862174, 1.667750]],
  "forces_ev_per_angstrom": [[0.2, 0.2, 0.3], [0.0, -0.1, -0.1], [0.0, 0.0, -0.1], [-0.1, 0.1, 0.1], [-0.1, -0.1, -0.1], [-0.2, -0.3, 0.1], [0.0, -0.2, -0.2], [0.2, 0.2, -0.2], [-0.2, 0.0, 0.2], [0.1, 0.2, 0.0], [0.1, -0.1, -0.1]],
  "lumo_ev": [-0.03, -0.03],
  "e_above_lowest_kj_mol": 478.1,
  "multiplicity": 1,
  "homo_lumo_gap_ev": [8.07, 8.07],
  "largest_force_ha_per_bohr": 0.00826,
  "charge": 0
}

=====

Record 4
{
  "formula": "C15H22F9NO7",
  "method": "ωB97M-V/def2-TZVPD",
  "species": ["C", "C", "H", "N", "H", "H", "C", "C", "O", "C", "C", "F", "C", "H", "C", "C", "H", "H", "O", "H", "C", "H", "H", "H", "H", "H", "O", "C", "F", "C", "F", "H", "O", "H", "H", "C", "H", "C", "H", "H", "O", "H", "F", "F", "O", "H", "H", "F", "H", "F", "F", "F", "O", "C"],
  "coordinates": [[-20.928380, 20.274340, 12.540570], [-16.360440, 12.050200, -3.476000], [-15.431670, 23.147330, 18.462690], [-16.463210, 22.330820, 20.062470], [-14.523210, 21.701090, 20.236170], [-16.626750, 14.577560, -0.001440], [-15.436550, 21.708840, 20.831020], [-7.561540, 18.486990, 5.798180], [-18.735570, 22.756710, 19.817690], [-9.095490, 18.670520, 5.659490], [-16.256010, 12.616610, 0.979920], [-9.717650, 17.555320, 5.806210], [-15.911940, 13.754880, -0.019580], [-18.947240, 19.340900, 12.615410], [-20.003140, 19.441450, 9.513310], [-19.827230, 19.359750, 11.972460], [-4.398330, 18.959150, 5.067020], [-17.180380, 12.181020, 0.600560], [-6.944400, 19.264050, 6.750070], [-3.861860, 20.332330, 6.023730], [-16.030970, 23.521770, 19.292590], [-21.229880, 19.971570, 13.543320], [-16.750200, 24.258470, 18.934690], [-15.653400, 20.666280, 21.063700], [-15.260710, 22.342380, 21.700400], [-20.541530, 21.271110, 12.752480], [-17.932940, 13.102370, -1.911360], [-19.273380, 19.713410, 8.166150], [-9.477380, 19.582790, 6.513560], [-16.743820, 12.899680, -2.200720], [-16.761350, 10.812180, -3.296030], [-16.350100, 12.921790, 2.022090], [-6.978500, 17.605220, 5.214290], [-21.789510, 20.466620, 11.900580], [-5.046060, 18.262530, 7.010970], [-17.795950, 22.061870, 20.236250], [-20.173080, 18.327060, 11.927160], [-4.734330, 19.738710, 5.750750], [-5.313560, 20.509430, 5.242210], [-15.359410, 24.171540, 19.853760], [-21.021170, 18.776050, 9.554200], [-15.009410, 14.275280, 0.300920], [-20.163050, 19.852160, 7.113830], [-18.575180, 20.798760, 8.279310], [-19.343170, 19.795510, 10.648170], [-18.044580, 21.157380, 20.812690], [-15.466330, 11.868590, 0.909480], [-17.008400, 12.568400, -4.579220], [-5.345960, 19.710570, 7.883640], [-18.401290, 18.793740, 7.885460], [-15.043630, 12.067860, -3.582870], [-9.321530, 19.113590, 4.443200], [-15.726110, 13.237030, -1.364190], [-5.527460, 19.236160, 6.919230]],
  "forces_ev_per_angstrom": [[0.8, 0.8, 0.1], [-0.6, 2.0, 0.8], [-0.1, 0.1, -0.3], [-1.9, 1.2, -1.0], [0.1, 0.0, 0.0], [-0.6, -0.4, -0.3], [0.6, 0.0, -0.1], [2.6, -1.4, 1.2], [1.7, -1.0, 0.4], [2.7, 1.3, -0.2], [0.1, 0.3, -1.5], [-1.0, -1.6, 0.6], [-0.6, 0.2, 1.0], [0.0, 0.4, -0.3], [-1.8, -2.4, 2.1], [-0.9, 0.0, -0.3], [-0.4, 0.1, 0.0], [-0.1, -0.2, 0.4], [-1.6, -0.3, -1.1], [0.2, -0.4, 0.5], [0.7, -0.1, 0.0], [-0.2, -0.6, -0.2], [-0.7, -1.0, 0.1], [-0.2, 0.2, 0.3], [0.3, -0.4, 0.4], [0.4, 0.1, -0.3], [3.1, -0.5, -1.2], [-1.5, 0.8, 0.0], [-1.1, 0.6, 1.0], [-3.2, 0.8, 2.8], [-0.2, -0.5, -0.2], [-0.1, 0.3, -0.2], [-0.7, 0.9, 0.0], [0.0, -0.7, -0.1], [-1.2, -0.8, 0.6], [-1.2, 1.4, -0.5], [-0.1, 0.1, -0.4], [0.0, 1.8, -0.7], [-0.2, -0.2, -0.5], [0.2, -0.4, 0.6], [1.1, 1.1, -0.6], [0.5, -0.5, -0.6], [1.0, -0.4, 1.6], [0.6, 2.3, -0.1], [0.3, 0.4, -1.0], [0.5, -0.1, 0.0], [0.0, -0.1, 0.1], [1.3, -0.7, 1.3], [-0.2, 0.5, -0.4], [0.3, -2.0, -0.4], [0.2, -0.1, -1.0], [-0.4, 0.5, -1.4], [0.3, -0.6, -1.3], [1.4, -1.1, 0.2]],
  "lumo_ev": 0.71,
  "e_above_lowest_kj_mol": 0.0,
  "multiplicity": 1,
  "smiles": "CCOC(=O)C(F)(F)F.CCOC(=O)C(F)(F)F.CCOC(=O)C(F)(F)F.CN(C)C=O",
  "homo_lumo_gap_ev": 10.16,
  "largest_force_ha_per_bohr": 0.08525,
  "charge": 0
}

=====

Record 5
{
  "formula": "H4O2",
  "method": "ωB97M-V/def2-TZVPD",
  "species": ["H", "O", "H", "O", "H", "H"],
  "coordinates": [[0.628988, -1.704502, -0.864610], [-0.185803, 1.244701, 0.324413], [0.615271, 1.558236, 0.888570], [-0.275056, -1.377671, -0.774727], [-0.243451, -0.400744, -0.588668], [-0.539949, 0.679979, 1.015022]],
  "forces_ev_per_angstrom": [[-0.2, 0.4, 0.1], [2.4, 0.9, 2.1], [-1.7, -0.4, -2.0], [-0.1, 0.8, 0.2], [0.4, -1.3, -0.4], [-0.8, -0.4, 0.0]],
  "lumo_ev": 0.61,
  "e_above_lowest_kj_mol": 24.6,
  "multiplicity": 1,
  "smiles": "O.O",
  "homo_lumo_gap_ev": 11.65,
  "largest_force_ha_per_bohr": 0.06418,
  "charge": 0
}

=====

Record 6
{
  "formula": "C5H6N",
  "method": "ωB97M-V/def2-TZVPD",
  "species": ["H", "C", "H", "C", "C", "C", "H", "H", "C", "H", "H", "N"],
  "coordinates": [[1.786830, -1.767087, -0.015541], [1.452812, -0.789966, -0.017671], [-1.381765, -1.377548, 0.768523], [-1.300778, -0.688507, -0.012507], [0.118735, -0.161185, -0.024328], [-1.389681, 0.843205, 0.002982], [-1.271772, 1.240253, 1.017386], [4.223532, 1.164173, -0.192803], [2.536231, -0.041696, 0.024716], [-1.338769, 1.488919, -0.924478], [-1.644797, -1.133566, -0.983003], [3.465347, 0.631841, 0.011773]],
  "forces_ev_per_angstrom": [[-0.7, -2.7, -0.1], [-6.5, 2.4, 0.2], [-1.1, -0.4, 1.7], [1.9, 0.9, -3.5], [0.3, -1.7, -0.6], [4.4, -1.5, 0.8], [-0.7, 0.6, -0.6], [2.5, 1.7, -0.6], [2.2, 3.1, -0.3], [-0.7, -1.0, 1.3], [0.5, 0.2, 0.9], [-2.1, -1.7, 0.8]],
  "lumo_ev": -5.16,
  "e_above_lowest_kj_mol": 494.6,
  "multiplicity": 1,
  "smiles": "[NH+]#CC=C1CC1",
  "homo_lumo_gap_ev": 9.65,
  "largest_force_ha_per_bohr": 0.13472,
  "charge": 1
}